16 unconnected molecules or ions with the total composition C16H64N18O16. Source: OMol25; level of theory: ωB97M-V with the def2-TZVPD basis set.

Summary:
LUMO = -0.249 eV
HOMO = -0.312 Ha
Strongest force on any atom = 7.1 eV/A
Energy = -77213.2093 eV
Energy above the lowest of the compared OMol25 structures with the same formula, charge and spin = 0.0 kJ/mol

XYZ file:
```
114
Properties=species:S:1:pos:R:3:forces:R:3:mulliken_charge:R:1
C -3.798783 -12.255108 -12.026749 -0.95 -0.63 0.80 -0.297
O -4.048223 -10.893195 -12.121314 0.62 2.08 -0.93 -0.562
H -3.894061 -12.448739 -10.958328 0.04 -1.14 -0.10 0.359
H -4.570084 -12.722958 -12.638562 0.01 -0.85 0.25 0.118
H -2.827785 -12.603367 -12.378860 0.12 0.66 -0.10 0.025
H -4.654282 -10.608912 -11.433208 0.06 -0.21 -0.06 0.313
C -5.784577 -15.520654 -15.101484 0.65 -0.37 -1.20 -0.369
O -5.838189 -16.696177 -14.340017 -0.43 0.36 1.80 -0.100
H -5.826603 -14.590785 -14.534308 0.14 -0.35 0.80 0.255
H -4.829468 -15.549144 -15.625933 -0.01 0.52 -0.41 0.141
H -6.587066 -15.398217 -15.828890 -0.17 -0.45 -0.31 0.043
H -6.035670 -17.523909 -14.784386 -0.09 0.35 -0.64 0.031
C -6.208090 -13.798091 -19.401475 0.62 -0.99 -0.80 -0.674
O -5.001952 -13.668894 -18.606679 -1.61 0.25 -0.82 -0.570
H -6.283195 -13.040579 -20.181629 -0.15 0.68 0.45 0.331
H -6.146670 -14.670090 -20.052589 0.50 -0.48 0.33 0.389
H -7.140881 -13.966661 -18.863341 0.20 0.57 0.55 0.076
H -4.865846 -12.719196 -18.572998 0.32 0.09 0.20 0.180
C -8.036181 -14.492884 -11.347381 0.81 -0.20 -1.37 -0.446
O -7.013305 -15.281199 -10.715929 -0.66 0.41 0.45 -0.519
H -9.043339 -14.656955 -10.964209 0.31 -0.21 0.33 0.337
H -7.815949 -13.426954 -11.405487 0.10 0.18 0.70 0.353
H -7.999964 -14.776190 -12.399294 -0.63 -0.14 -0.20 -0.085
H -6.356621 -15.447281 -11.396208 0.09 -0.11 0.01 0.330
C -3.310253 -16.363572 -9.800072 -0.58 -1.47 -0.81 -0.514
O -3.204941 -15.412780 -8.847745 1.36 2.05 2.49 -0.523
H -4.347947 -16.669052 -9.666001 -0.10 -0.45 -1.36 0.213
H -2.959066 -15.945094 -10.743285 -0.65 -0.41 -0.54 0.165
H -2.663784 -17.204515 -9.549109 -0.04 -0.47 -0.25 0.373
H -2.297025 -15.516054 -8.553419 -0.01 0.81 0.55 0.312
C -8.051217 -17.902352 -19.230206 0.14 -0.94 0.76 -0.356
O -8.342121 -18.797002 -18.089145 0.89 1.05 -1.38 -0.430
H -8.406538 -18.306624 -20.178055 -0.28 -0.21 0.09 0.330
H -8.429839 -16.884818 -19.133424 -0.26 -0.07 0.41 -0.044
H -6.970688 -17.815420 -19.344222 0.02 -0.21 0.33 0.144
H -9.280647 -18.705340 -17.909229 -0.51 0.40 -0.21 0.383
C -11.495766 -17.340006 -16.877969 -0.83 0.13 0.09 -0.417
O -10.876282 -17.534962 -18.096893 1.07 -0.98 -1.39 -0.589
H -12.167187 -16.506369 -17.083765 -0.22 0.31 1.13 0.326
H -12.104997 -18.220785 -16.675109 0.03 -0.01 0.21 0.302
H -10.755570 -17.189036 -16.092211 -0.31 0.33 0.34 -0.009
H -10.540386 -16.681257 -18.379681 0.12 0.33 -0.34 0.479
C -1.331089 -17.199298 -13.604826 -1.28 -0.56 -1.70 0.262
O -0.947078 -16.373694 -14.358566 3.49 3.40 -2.30 -0.772
N -0.926319 -18.422449 -13.528806 4.72 -4.50 -0.18 -0.348
N -2.477491 -17.124055 -13.085732 -5.75 1.13 4.06 0.196
H -1.464238 -19.235558 -13.264998 -0.18 0.26 0.00 0.150
H 0.011807 -18.553054 -13.879481 -0.22 -0.47 -0.05 0.210
H -2.956891 -16.237256 -13.023672 -0.16 -0.45 -0.11 -0.046
H -2.728207 -17.920168 -12.517007 -0.86 0.66 0.14 0.086
C -6.856740 -11.039133 -15.383679 0.24 0.95 2.51 0.789
O -7.622652 -10.808454 -14.473019 -1.36 -0.10 0.16 -0.688
N -7.066025 -11.069106 -16.688713 -1.48 -0.02 -4.21 -0.301
N -5.560509 -11.224169 -15.224205 2.56 -0.72 0.63 -0.172
H -7.912823 -10.796148 -17.166752 0.04 0.01 0.67 0.200
H -6.214422 -10.843289 -17.182559 -0.68 0.04 -0.46 0.143
H -5.072929 -11.502543 -16.063775 0.92 -0.08 1.02 -0.015
H -5.068974 -11.076927 -14.354254 -0.04 -0.09 -0.11 0.073
C -6.654420 -21.802701 -16.269030 1.35 1.33 0.78 0.697
O -5.934304 -20.865422 -16.609117 0.34 -0.69 -0.18 -0.662
N -7.959311 -21.690440 -16.192983 -2.66 1.22 -0.66 -0.364
N -6.295849 -22.955179 -15.717823 1.96 -2.59 0.58 -0.431
H -8.269251 -20.780592 -16.503174 -0.78 -0.35 -0.17 0.205
H -8.530564 -22.465707 -15.888450 -0.25 0.77 -0.24 0.147
H -7.004471 -23.631307 -15.471255 0.44 0.16 -0.04 0.117
H -5.333601 -23.241790 -15.608152 -0.23 0.28 -0.19 0.213
C -9.966273 -14.523396 -14.588659 -0.80 1.56 -0.73 0.620
O -9.761242 -15.602335 -14.200968 0.34 -6.38 3.06 -0.616
N -11.063618 -13.836046 -14.502896 -4.82 0.72 1.28 -0.410
N -9.096019 -13.855834 -15.208523 5.20 3.36 -3.54 0.232
H -11.824539 -14.364447 -14.100553 -0.33 0.67 -0.23 0.271
H -11.177370 -12.933160 -14.941033 -0.25 -0.42 0.47 0.128
H -9.412663 -13.071841 -15.760955 0.99 -0.07 0.11 0.001
H -8.157024 -14.222219 -15.273018 -0.21 0.29 -0.32 -0.337
C -2.165913 -13.202280 -15.843952 -2.29 1.43 -1.72 0.627
O -2.532793 -12.058331 -15.733722 -1.21 3.47 0.40 -0.727
N -1.318545 -13.712285 -15.025419 2.59 -1.98 2.31 -0.394
N -2.659966 -13.947532 -16.819223 -0.06 -2.60 -1.54 -0.071
H -1.246651 -14.719198 -14.992991 0.42 -0.07 0.52 0.360
H -1.145935 -13.162568 -14.195893 0.14 -0.25 -0.27 0.252
H -3.471631 -13.732582 -17.380549 0.41 0.31 0.49 0.246
H -2.390350 -14.919136 -16.877383 -0.12 -0.20 -0.18 0.153
C -9.737201 -13.861758 -19.529527 -3.02 -2.86 2.35 0.509
O -10.295478 -14.809960 -18.999982 -0.01 -1.18 0.21 -0.783
N -9.640142 -12.719671 -18.892346 0.83 3.49 2.58 -0.271
N -9.418866 -13.765728 -20.756175 2.02 0.24 -4.84 -0.289
H -9.055834 -12.032801 -19.347190 -0.51 0.43 0.43 0.171
H -10.530545 -12.438756 -18.507147 0.41 0.30 0.31 0.201
H -9.562277 -14.499491 -21.435241 0.26 0.19 0.20 0.234
H -9.142167 -12.822425 -20.987938 -0.05 -0.71 -1.17 0.152
C -3.903231 -21.348383 -12.758862 -0.09 2.17 -1.14 0.673
O -3.422778 -20.433624 -13.452723 -0.43 0.02 0.59 -0.608
N -3.158895 -22.300358 -12.289690 4.55 -3.30 1.25 -0.465
N -5.140847 -21.512996 -12.359986 -2.18 0.50 -0.29 -0.206
H -2.172956 -22.092231 -12.221012 -0.13 -0.33 -0.34 0.206
H -3.455411 -23.117729 -11.775812 -0.19 0.51 -0.06 0.144
H -5.764698 -20.721418 -12.425652 -0.89 -0.16 0.10 0.224
H -5.330538 -22.337675 -11.808600 -0.48 0.73 0.01 0.158
C -7.923007 -18.851154 -12.744136 1.87 -3.25 -1.80 0.707
O -7.357049 -19.702377 -12.103006 1.57 -1.42 2.87 -0.851
N -8.435882 -17.764006 -12.344897 -2.00 4.19 3.15 -0.195
N -8.014069 -19.049067 -14.046071 -1.20 0.90 -2.73 -0.071
H -8.875069 -17.068403 -12.930855 0.18 0.06 -0.14 0.107
H -8.281399 -17.524876 -11.375851 -0.13 0.12 -0.14 0.209
H -8.765167 -18.458128 -14.372785 0.37 -0.53 -1.59 0.003
H -7.589517 -19.831201 -14.523681 -0.48 0.18 0.20 0.006
C -3.372043 -17.863957 -17.114100 -1.00 -0.97 -1.29 0.665
O -2.865622 -16.865535 -17.523694 1.06 3.15 -0.84 -0.737
N -4.439989 -18.441863 -17.698814 -2.26 -0.17 -1.53 -0.167
N -2.912441 -18.597411 -16.150253 1.26 -2.33 2.99 -0.074
H -5.004792 -17.903863 -18.340410 0.51 0.07 0.15 0.014
H -4.877230 -19.311476 -17.429197 0.17 0.06 0.39 0.294
H -2.093559 -18.367235 -15.605688 -0.25 0.06 -0.33 0.166
H -3.408628 -19.456994 -15.963139 0.34 0.13 0.54 0.048
```
Forces are in eV/Å.

***

A molecular structure, C16H88AlO33S. Source: OMol25; level of theory: ωB97M-V with the def2-TZVPD basis set.

Summary:
LUMO = 1.562 eV
Net charge = -1
HOMO = -0.199 Ha
Strongest force on any atom = 8.6 eV/A
Energy = -103010.5516 eV

XYZ file:
```
139
Properties=species:S:1:pos:R:3:forces:R:3:mulliken_charge:R:1
C 2.068423 -0.089470 3.673072 -0.12 -0.69 0.63 -0.625
C 1.794997 1.497219 3.992506 0.71 -0.15 -0.52 -0.034
C 0.949400 2.286185 2.800098 0.32 1.00 1.00 -0.144
C -0.648605 2.479558 3.184912 -0.61 0.91 -0.70 0.004
C -1.679388 1.633185 2.231660 0.85 -0.87 0.31 -0.492
C -1.055283 0.099734 2.076356 -1.15 0.45 -0.40 1.127
C -2.185599 -0.948407 1.443867 1.37 -0.99 0.86 -0.170
C -1.694629 -1.622580 0.006345 -1.15 -0.15 0.45 0.165
C -2.636899 -0.964159 -1.180454 0.87 -0.34 -0.09 -0.896
C -1.849411 -0.869752 -2.649028 -1.32 0.98 0.52 -0.247
C -0.678565 0.277795 -2.629410 -0.24 0.62 0.72 0.135
Al 1.163590 -0.407721 -3.334047 -1.68 -1.01 1.03 -1.116
C 0.843635 -2.075040 -4.483671 0.52 -1.07 -1.09 -0.392
C 1.364246 -3.485926 -3.830713 -2.57 -1.02 -2.02 0.098
O 2.764563 -3.480627 -3.376016 -0.11 -3.83 2.63 -0.084
C 2.931178 -4.651981 -2.452736 -2.62 3.02 5.41 0.175
O 2.546333 -4.506587 -1.154388 2.48 -1.24 -8.11 -0.442
C 2.520660 -0.640548 -1.814229 -0.33 -0.14 1.15 0.966
O 3.893626 -0.166916 -2.192304 -3.32 3.28 2.02 -0.301
O 4.589560 -1.141570 -2.705522 2.89 -3.97 -2.92 -0.435
S 1.974104 1.347470 -4.636283 -1.50 0.68 -2.91 0.772
C 2.712945 2.737996 -3.599814 1.69 1.69 -0.17 -0.662
O 2.971481 0.733208 -5.658775 -1.16 1.79 2.17 -0.747
O 0.715374 1.966847 -5.359832 3.35 -0.97 1.67 -0.458
H 3.176281 -0.420375 3.938458 -2.19 0.80 -0.54 0.299
H 1.881946 -0.409601 2.560614 0.32 0.80 2.17 0.074
H 1.364284 -0.724680 4.396307 1.46 1.21 -1.90 -0.002
H 1.257628 1.557389 5.030481 0.88 0.12 -2.36 0.163
H 2.860190 2.010158 4.141239 -2.32 -0.95 -0.51 0.185
H 1.401875 3.382330 2.764454 -0.91 -2.29 0.00 0.324
H 1.128778 1.822331 1.736411 -0.42 0.77 2.21 -0.122
H -0.880771 2.237693 4.328682 0.80 0.42 -2.49 -0.059
H -0.924496 3.631055 3.041921 0.68 -2.56 0.48 -0.062
H -1.814244 2.141258 1.159996 0.29 -1.12 2.36 0.182
H -2.722820 1.525582 2.778671 2.06 0.32 -1.27 0.089
H -0.722326 -0.226372 3.175315 -0.62 0.56 -2.51 -0.335
H -0.141288 0.094255 1.332807 -1.70 0.10 1.73 -0.504
H -3.239680 -0.448421 1.323802 2.08 -0.95 0.28 0.438
H -2.256081 -1.831597 2.239882 -0.23 2.07 -1.83 -0.377
H -1.929341 -2.786049 0.105756 0.61 2.42 -0.47 0.271
H -0.534830 -1.501939 -0.188225 -2.39 -0.04 0.40 -0.091
H -3.592277 -1.641707 -1.269085 1.69 1.40 0.14 0.288
H -2.947481 0.110635 -0.788704 0.61 -2.14 -1.13 0.289
H -2.667521 -0.505049 -3.430557 1.72 -1.01 1.46 0.202
H -1.493062 -1.939125 -2.964431 -0.58 2.01 0.66 0.015
H -0.455750 0.607591 -1.504442 -0.67 -0.62 -2.08 -0.260
H -1.035601 1.262370 -3.192149 0.63 -2.12 1.18 0.275
H 1.416734 -1.920664 -5.511306 -1.10 -0.57 1.93 0.355
H -0.301139 -2.239605 -4.779477 2.55 0.31 0.67 0.420
H 1.307791 -4.295650 -4.706220 0.11 1.49 1.89 0.238
H 0.596669 -3.886870 -3.009192 1.92 1.24 -1.49 -0.236
H 3.337319 -5.699027 -2.787014 -0.58 2.32 0.03 0.199
H 2.188849 0.092973 -0.932563 0.78 -1.62 -1.58 -0.465
H 2.605755 -1.753546 -1.424689 -0.04 2.32 -0.49 0.019
H 4.482251 -1.177252 -3.707143 -0.26 0.45 1.48 0.280
H 3.491066 2.365954 -2.798796 -1.75 0.27 -1.66 0.215
H 1.921239 3.427547 -3.082932 1.13 -1.73 -1.14 0.297
H 3.325478 3.438398 -4.347175 -1.43 -1.62 1.58 0.208
O -1.982227 4.683451 4.923455 -0.20 0.07 0.64 -0.514
H -2.847636 4.630851 5.356120 0.01 0.13 -0.26 0.257
H -1.402620 5.057773 5.603838 -0.02 -0.01 -0.34 0.272
O -3.172360 -3.572994 3.330900 0.33 -0.42 0.41 -0.618
H -2.270334 -3.925762 3.359244 -0.29 -0.02 -0.24 0.260
H -3.603618 -3.970519 4.102245 -0.18 0.24 -0.19 0.256
O 1.526132 0.177268 6.571072 0.20 -0.52 0.84 -0.595
H 1.162992 -0.651262 6.918302 0.05 0.25 -0.03 0.269
H 2.454134 -0.032595 6.387355 -0.31 0.06 -0.09 0.336
O -0.554584 -6.104177 -2.939559 0.04 0.08 0.14 -0.559
H -1.419994 -6.156777 -2.506894 0.16 -0.08 0.04 0.307
H 0.025023 -5.729855 -2.259176 -0.33 -0.08 -0.16 0.268
O 1.203789 -7.902795 -1.281307 -0.08 -0.28 0.36 -0.610
H 1.665536 -7.122513 -1.623140 -0.33 -0.28 0.10 0.187
H 0.724607 -8.246824 -2.050078 0.34 0.42 -0.01 0.381
O 1.217250 5.688132 -4.599897 0.21 0.04 -0.18 -0.692
H 1.093128 4.918638 -5.175548 0.18 -0.12 0.16 0.317
H 2.123408 5.976364 -4.786397 -0.28 -0.20 -0.01 0.291
O -1.048111 7.507016 4.829405 -0.03 0.59 0.29 -0.642
H -0.586365 8.287299 4.487571 -0.13 -0.38 0.15 0.241
H -1.527293 7.162987 4.060634 0.18 -0.11 0.03 0.439
O 0.340072 -6.579282 1.432579 0.40 -0.09 0.10 -0.571
H 0.983137 -6.005767 0.989353 -0.23 -0.14 0.06 0.306
H 0.726805 -7.464791 1.359820 -0.22 0.35 -0.20 0.266
O -2.888625 0.707101 5.349284 0.24 0.23 0.33 -0.577
H -1.973567 0.439157 5.521840 -0.24 0.04 -0.13 0.318
H -2.824984 1.657831 5.173096 0.04 -0.23 -0.07 0.261
O -0.586540 -0.734806 -7.143914 -0.03 0.10 0.12 -0.658
H 0.163623 -0.326868 -6.685935 -0.23 0.01 -0.11 0.283
H -1.192368 0.004076 -7.305182 0.29 -0.13 -0.09 0.352
O 2.794343 3.844099 6.202095 0.33 -0.26 0.25 -0.647
H 2.431203 3.015569 6.549325 0.00 0.21 -0.19 0.334
H 3.722344 3.634236 6.018377 -0.36 0.10 0.00 0.301
O -1.413745 7.274667 2.120283 -0.13 0.27 -0.68 -0.611
H -0.951999 8.054950 1.778449 -0.11 -0.29 0.11 0.271
H -1.892926 6.930637 1.351510 0.17 -0.03 0.29 0.301
O -1.394986 1.929625 -8.135307 0.03 0.55 -0.15 -0.658
H -0.941677 2.345709 -7.386785 0.02 -0.12 0.07 0.342
H -1.394765 2.615486 -8.819834 -0.03 -0.33 0.28 0.275
O 4.030881 1.796428 -0.013557 0.33 0.20 -0.02 -0.636
H 3.906758 1.026934 -0.589209 0.22 -0.01 -0.03 0.445
H 4.937038 2.084660 -0.200056 -0.37 -0.17 0.06 0.267
O -1.436099 5.200990 -5.572271 -0.15 0.36 -0.02 -0.602
H -0.685936 5.608928 -5.114291 -0.18 -0.01 -0.03 0.369
H -2.041927 5.939872 -5.733539 0.15 -0.16 0.01 0.301
O -4.936416 -3.067348 5.773461 -0.34 -0.10 0.12 -0.607
H -5.036599 -2.107323 5.858415 0.05 0.07 -0.10 0.330
H -5.834465 -3.408622 5.900039 0.40 0.11 -0.05 0.279
O 2.266743 -7.733706 -3.721303 0.49 -0.41 -0.41 -0.535
H 2.125503 -8.243712 -4.532996 -0.02 0.34 0.15 0.224
H 2.999684 -8.190755 -3.282115 -0.25 0.03 -0.09 0.331
O -1.494158 -3.098912 6.024632 0.06 -0.05 -0.32 -0.620
H -2.415427 -3.204686 5.743605 0.13 0.19 0.13 0.335
H -1.003097 -3.020966 5.192908 -0.19 0.05 0.29 0.304
O 5.374200 -0.971810 -6.325460 0.12 0.09 -0.36 -0.649
H 5.544002 -0.724925 -7.246935 -0.11 -0.12 0.41 0.274
H 4.589556 -0.456236 -6.085669 -0.20 0.16 0.03 0.460
O 3.945434 4.707052 -5.918056 0.43 0.12 -0.45 -0.596
H 3.821310 3.937558 -6.493708 -0.11 0.06 0.18 0.326
H 4.851591 4.995283 -6.104556 -0.31 -0.08 0.11 0.265
O -3.246364 8.642384 7.077287 0.36 0.08 0.27 -0.654
H -2.787264 8.724920 7.926590 -0.21 -0.05 -0.32 0.309
H -2.536597 8.455498 6.444607 -0.07 -0.17 -0.08 0.360
O 5.209160 -3.983664 0.958035 -0.04 -0.15 -0.35 -0.652
H 4.287890 -4.089439 0.677009 0.21 0.10 -0.01 0.332
H 5.700222 -3.905719 0.126311 -0.23 0.08 0.29 0.316
O -5.571564 0.036607 6.412600 -0.27 0.34 0.35 -0.611
H -4.821402 0.444545 6.870578 0.03 -0.21 -0.41 0.301
H -6.177392 0.775489 6.251331 0.21 -0.35 -0.04 0.298
O -4.902085 4.765409 4.591443 -0.38 0.27 -0.21 -0.607
H -4.732282 5.012295 3.669968 0.10 -0.15 0.29 0.311
H -5.686728 5.280982 4.831234 0.31 -0.18 0.00 0.289
O -2.080586 -7.569930 -1.004609 -0.06 -0.44 0.14 -0.614
H -1.178559 -7.922698 -0.976265 -0.14 0.32 0.19 0.325
H -2.511843 -7.967455 -0.233264 0.21 0.22 -0.21 0.292
O -0.700430 -9.861308 1.166584 0.48 -0.06 0.07 -0.622
H -0.241330 -9.778773 2.015887 -0.24 -0.01 -0.24 0.300
H 0.009337 -10.048194 0.533903 -0.22 0.10 0.14 0.316
O -3.496631 7.659452 -6.056531 -0.45 0.27 0.08 -0.611
H -3.596814 8.619478 -5.971576 0.15 -0.35 -0.03 0.293
H -4.394680 7.318179 -5.929953 0.33 0.01 -0.04 0.311
```
Forces are in eV/Å.